[1]
{
  "formula": "C3H8N2O2",
  "method": "ωB97M-V/def2-TZVPD",
  "energy_ev": -10311.3469,
  "e_lumo_ev": [-0.9, -0.9],
  "orbital_gap_ev": [7.157, 7.159],
  "e_above_lowest_ev": 5.605,
  "species": ["C", "N", "C", "N", "H", "H", "H", "H", "H", "H", "C", "O", "O", "H", "H"],
  "positions_angstrom": [[1.2662, -1.0756, -0.6760], [0.8221, -0.3866, 0.5217], [0.0108, 1.5693, -0.9751], [0.1353, 1.2664, 0.2541], [1.5691, -0.1131, 1.1478], [1.7840, -0.3802, -1.3427], [1.9459, -1.8910, -0.4208], [0.3988, -1.4869, -1.1901], [0.1182, 2.6291, -1.1969], [-0.2667, 0.9024, -1.7893], [-2.0238, -0.0596, 1.2216], [-1.4570, -1.1363, 1.5231], [-3.1489, 0.3342, 1.0336], [0.0047, -0.8994, 1.0508], [-1.1588, 0.7274, 0.8381]],
  "nbo_charge": [-0.448, -0.491, -0.213, -0.211, 0.402, 0.212, 0.232, 0.226, 0.226, 0.192, 0.695, -0.740, -0.613, 0.470, 0.061]
}

[2]
{
  "formula": "C42H91Br2F3N3O10P2S9",
  "method": "ωB97M-V/def2-TZVPD",
  "energy_ev": -334290.6078,
  "e_lumo_ev": -1.8,
  "orbital_gap_ev": 8.295,
  "total_charge": 1,
  "species": ["C", "O", "C", "C", "C", "C", "C", "N", "C", "C", "C", "C", "F", "C", "F", "F", "P", "N", "C", "C", "N", "C", "C", "C", "C", "C", "C", "C", "C", "C", "C", "Br", "C", "C", "Br", "C", "O", "P", "S", "H", "H", "H", "H", "H", "H", "H", "H", "H", "H", "H", "H", "H", "H", "H", "H", "H", "H", "H", "H", "H", "H", "H", "H", "H", "H", "H", "H", "H", "H", "H", "H", "H", "H", "H", "H", "H", "H", "H", "H", "H", "H", "H", "C", "S", "O", "C", "H", "H", "H", "H", "H", "H", "C", "S", "O", "C", "H", "H", "H", "H", "H", "H", "C", "S", "O", "C", "H", "H", "H", "H", "H", "H", "C", "S", "O", "C", "H", "H", "H", "H", "H", "H", "C", "S", "O", "C", "H", "H", "H", "H", "H", "H", "C", "S", "O", "C", "H", "H", "H", "H", "H", "H", "C", "S", "O", "C", "H", "H", "H", "H", "H", "H", "C", "S", "O", "C", "H", "H", "H", "H", "H", "H"],
  "positions_angstrom": [[5.8011, -4.6954, 0.3832], [4.8136, -4.5543, 1.3766], [4.4840, -3.1939, 1.5964], [3.0454, -3.0719, 2.0899], [2.2608, -1.8975, 1.4529], [0.9358, -2.3929, 0.8748], [-0.0198, -1.2759, 0.4529], [0.4192, -0.6129, -0.8315], [-0.2180, -0.9158, -2.1551], [-1.6999, -0.6772, -2.4631], [-2.7633, -0.8463, -1.3576], [-3.3395, -2.2319, -1.3481], [-3.3741, -2.8529, -2.5524], [-3.7415, -2.9493, -0.2798], [-3.3143, -4.1653, 0.0171], [-4.6433, -2.5287, 0.5883], [0.1623, -2.6789, -2.6534], [-0.4613, -3.8465, -1.8168], [0.7573, -0.0434, -3.0591], [0.1883, 0.1595, -4.4661], [1.2734, 0.4762, -5.4056], [1.3026, 1.2335, -2.2447], [0.7376, 2.4577, -3.0330], [1.1319, 3.8851, -2.6688], [0.5864, 4.5877, -1.5943], [0.9799, 5.8762, -1.2600], [1.9478, 6.5246, -2.0146], [2.4734, 5.8614, -3.1163], [2.0856, 4.5649, -3.4572], [2.7340, 3.9791, -4.6942], [2.8437, 1.2831, -2.3818], [3.6814, 2.6074, -1.2010], [3.6042, -0.0946, -2.2170], [4.2350, -0.4841, -3.5568], [5.0565, -0.1089, -0.9132], [0.7341, 0.9078, -0.8200], [1.6283, 1.0176, 0.2467], [-0.7050, 1.8593, -0.0442], [-2.1850, 2.4615, -1.1567], [5.3899, -4.5136, -0.6157], [6.6266, -3.9913, 0.5316], [6.2162, -5.6978, 0.4322], [4.6378, -2.6438, 0.6623], [5.1733, -2.7434, 2.3206], [3.0383, -2.9795, 3.1729], [2.5410, -3.9885, 1.7832], [2.8875, -1.5498, 0.6197], [2.1132, -1.0922, 2.1659], [0.4028, -2.9086, 1.6739], [1.1363, -3.0845, 0.0545], [-0.0759, -0.5904, 1.2946], [-0.9931, -1.7424, 0.3412], [1.3516, -1.0162, -0.9686], [-1.8835, 0.2863, -2.9257], [-1.9622, -1.3992, -3.2380], [-3.5649, -0.1466, -1.6096], [-2.4539, -0.5474, -0.3639], [1.5832, -2.7446, -2.6034], [-0.2497, -2.7580, -3.9914], [-1.0271, -3.5403, -1.0360], [1.5391, -0.7761, -3.2677], [-0.6029, 0.8993, -4.5272], [-0.2841, -0.7736, -4.7839], [0.8904, 0.8220, -6.2757], [1.7835, -0.3742, -5.6081], [1.1421, 2.3259, -4.0303], [-0.3387, 2.4031, -3.1617], [-0.1848, 4.1522, -0.9845], [0.5449, 6.3794, -0.4078], [2.2857, 7.5204, -1.7664], [3.2016, 6.3791, -3.7267], [3.1447, 4.7839, -5.2988], [1.9797, 3.5074, -5.3231], [3.5351, 3.2752, -4.4749], [3.1035, 1.6509, -3.3643], [2.9646, -0.9229, -1.9242], [3.4858, -0.9124, -4.2219], [4.7283, 0.3624, -4.0261], [4.9646, -1.2711, -3.3834], [2.4908, 0.6125, 0.0587], [-1.2268, 1.0865, 0.9971], [-0.0876, 2.9300, 0.6051], [0.2706, 1.2294, 5.5749], [0.1050, 1.0151, 3.8095], [0.2960, -0.4522, 3.5147], [1.6573, 1.8249, 3.4164], [-0.5751, 0.7442, 6.0590], [1.1999, 0.7743, 5.9118], [0.2638, 2.2911, 5.8140], [2.4692, 1.3084, 3.9311], [1.6014, 2.8629, 3.7302], [1.8072, 1.7758, 2.3444], [-3.0361, -1.9213, -7.7002], [-2.9024, -1.9847, -5.9190], [-1.4691, -2.2948, -5.6053], [-3.8284, -3.5000, -5.6907], [-2.4750, -1.0545, -8.0440], [-2.6182, -2.8301, -8.1344], [-4.0831, -1.8127, -7.9815], [-3.3545, -4.3025, -6.2556], [-4.8525, -3.3442, -6.0291], [-3.8244, -3.7417, -4.6319], [3.8362, 0.4342, 10.0223], [3.1488, 0.3553, 8.3701], [2.4190, 1.6318, 8.1231], [1.9214, -0.8996, 8.7437], [4.6101, 1.1986, 10.0251], [3.0512, 0.6988, 10.7307], [4.2716, -0.5342, 10.2701], [1.2666, -0.5445, 9.5397], [2.4371, -1.8127, 9.0437], [1.3403, -1.0804, 7.8404], [-2.0557, 5.8490, 2.3323], [-0.5023, 4.9670, 2.2754], [-0.6964, 3.6504, 2.9619], [0.3955, 6.0760, 3.3597], [-2.7789, 5.2997, 1.7343], [-2.4111, 5.9163, 3.3574], [-1.9159, 6.8453, 1.9134], [-0.1108, 6.1306, 4.3235], [0.4458, 7.0606, 2.8972], [1.4021, 5.6834, 3.4928], [-6.4670, 6.5290, 1.6225], [-6.0780, 6.8589, 3.3438], [-4.6360, 6.5332, 3.5311], [-7.0134, 5.4870, 4.0227], [-5.9368, 7.2598, 1.0156], [-6.1407, 5.5223, 1.3605], [-7.5403, 6.6358, 1.4679], [-6.6490, 4.5514, 3.5987], [-8.0707, 5.6244, 3.7976], [-6.8663, 5.4860, 5.1003], [-1.3621, -0.6842, -11.0093], [-0.6942, 0.5288, -9.8637], [-1.8174, 1.4117, -9.4532], [0.2774, 1.4268, -11.0758], [-2.0412, -1.3303, -10.4581], [-1.9042, -0.1727, -11.8043], [-0.5475, -1.2788, -11.4224], [-0.3775, 1.7968, -11.8641], [1.0407, 0.7675, -11.4885], [0.7519, 2.2634, -10.5679], [-6.1654, -4.5964, 2.4025], [-7.8426, -5.1833, 2.6760], [-8.3307, -4.5291, 3.9142], [-7.3868, -6.8662, 3.1098], [-6.2204, -3.5393, 2.1602], [-5.5760, -4.7356, 3.3090], [-5.7198, -5.1420, 1.5700], [-6.7156, -6.8521, 3.9683], [-6.9077, -7.3446, 2.2555], [-8.2991, -7.4010, 3.3640], [5.3378, -5.5014, 7.4862], [4.2350, -4.0912, 7.6027], [4.6523, -3.2988, 8.7919], [2.7736, -5.0241, 8.0724], [6.3291, -5.1282, 7.2389], [5.3667, -6.0219, 8.4433], [4.9890, -6.1674, 6.6973], [2.9731, -5.5774, 8.9900], [2.5048, -5.7052, 7.2652], [1.9635, -4.3166, 8.2370]],
  "mulliken_charge": [-0.722, -0.394, 0.215, -1.406, 2.171, -1.896, 1.041, 1.462, 1.086, -0.642, -1.014, -0.233, -0.067, 0.095, -0.221, -0.178, 0.752, -0.889, -0.523, -1.922, -0.267, 2.772, -1.471, -0.279, 0.102, -1.118, -0.917, -0.753, 1.166, -1.611, -2.028, 0.127, 0.662, -1.445, 0.015, -0.529, -0.050, 0.738, -0.446, 0.243, 0.322, 0.268, -0.062, 0.284, 0.343, 0.484, -0.939, -0.400, 0.809, 0.372, -0.146, -0.343, -0.850, 0.671, -0.062, 0.438, 0.443, 0.031, 0.101, 0.128, 0.022, 0.780, 0.394, 0.228, 0.255, 0.339, 0.595, 0.238, 0.435, 0.421, 0.408, 0.535, 0.321, 0.257, 1.024, -0.355, 0.149, 0.379, 0.607, 0.247, 0.458, -0.199, -0.867, 0.494, -0.717, -0.348, 0.534, 0.065, 0.337, 0.505, 0.382, -0.489, -0.874, 0.567, -0.729, -1.021, 0.056, 0.409, 0.441, 0.344, 0.422, 0.245, -0.962, 0.543, -0.631, -0.809, 0.336, 0.315, 0.338, 0.421, 0.213, 0.248, -1.259, 0.778, -0.623, -1.309, 0.309, 0.471, 0.536, 0.402, 0.441, 0.386, -0.896, 0.406, -0.540, -0.938, 0.304, 0.257, 0.393, 0.290, 0.381, 0.315, -0.818, 0.623, -0.603, -1.010, 0.180, 0.318, 0.343, 0.327, 0.371, 0.323, -0.876, 0.483, -0.616, -0.905, 0.276, 0.382, 0.287, 0.295, 0.334, 0.328, -1.017, 0.641, -0.660, -0.923, 0.319, 0.327, 0.373, 0.336, 0.367, 0.267]
}

[3]
{
  "formula": "C3H2FLuO2",
  "method": "ωB97M-V/def2-TZVPD",
  "energy_ev": -43550.5825,
  "e_lumo_ev": [-12.9, -12.9],
  "orbital_gap_ev": [3.376, 3.441],
  "e_above_lowest_ev": 6.763,
  "total_charge": 2,
  "species": ["C", "C", "O", "O", "C", "H", "F", "H", "Lu"],
  "positions_angstrom": [[-0.3466, -0.0310, 1.4252], [0.7844, -0.1165, -1.2904], [0.8624, 0.1364, 1.3838], [-1.0007, -0.1752, 0.2254], [-0.4148, 0.3464, -0.9047], [1.4937, 0.4488, -1.8923], [1.0901, -1.4303, -1.1783], [-0.7555, 1.3281, -1.2300], [-1.7130, -0.5068, 3.4613]],
  "nbo_charge": [0.264, 0.324, -0.453, -0.500, -0.025, 0.223, -0.281, 0.237, 2.211]
}

[4]
{
  "formula": "C2H7NOP2",
  "method": "ωB97M-V/def2-TZVPD",
  "energy_ev": -24299.1649,
  "e_lumo_ev": -0.3,
  "orbital_gap_ev": 7.953,
  "e_above_lowest_ev": 0.830,
  "species": ["C", "C", "N", "O", "P", "P", "H", "H", "H", "H", "H", "H", "H"],
  "positions_angstrom": [[-1.9154, -0.1933, -0.1443], [-1.4179, 0.8010, -0.9146], [2.0070, -0.4925, 0.9852], [-2.3923, -1.2502, -0.7212], [2.7558, 1.0496, 0.7271], [1.0785, -0.9928, -0.2134], [-2.1676, -0.1113, 0.9130], [-0.9996, 1.5841, -0.4487], [-1.3371, 0.5547, -1.9376], [4.0579, 0.6943, 0.8147], [2.2726, 1.4478, 2.0136], [-2.3877, -1.1071, -1.6556], [0.4459, -1.9844, 0.5816]],
  "nbo_charge": [0.163, -0.528, -1.171, -0.658, 0.455, 0.831, 0.197, 0.211, 0.187, -0.046, -0.023, 0.477, -0.094]
}